No. 1
The following is a quantum chemistry calculation of a structure of composition C25H26N3O9P2Sm at a distorted geometry, from the OMol25 dataset.

Last column: natural (NBO) charge in e.
Positions of all 66 atoms, in Å:
Sm1 -0.052161 0.068051 -0.025397  1.88
P1 -2.962928 -0.206535 -1.424685  2.42
P2 -0.551172 -1.859772 -1.860280  2.35
O1 -3.085425 0.200782 -2.930021  -0.97
O2 -4.462703 -0.336399 -0.972434  -0.98
O3 -0.473360 -0.425872 -2.342882  -1.13
O4 -0.401782 -2.874037 -3.044961  -0.97
O5 -2.167423 0.738670 -0.551867  -1.13
O6 -2.390098 2.846158 2.327529  -0.43
O7 0.403246 -2.059831 -0.704432  -1.09
O8 2.630348 2.845409 -2.596583  -0.44
O9 -2.137545 -1.871847 0.256734  -0.73
N1 0.031305 2.655168 -0.238743  -0.44
N2 -0.679460 1.465031 1.948637  -0.59
N3 1.728097 1.130790 -1.487331  -0.56
C1 -1.295679 4.590482 0.120340  -0.17
C2 -0.166969 -2.634036 2.604868  -0.16
C3 -0.654545 5.207803 -0.949248  -0.12
C4 -2.414193 -2.705437 3.442566  -0.18
C5 0.647223 3.248651 -1.245197  0.15
C6 -1.296006 0.934775 3.177531  -0.14
C7 -2.611220 1.726383 3.260899  -0.08
C8 5.346130 -1.763245 0.554262  -0.19
C9 -1.278764 -3.367588 2.994447  -0.21
C10 2.888193 0.522259 -2.149456  -0.11
C11 -2.293026 -1.907481 -1.169195  -0.44
C12 4.907708 -0.865739 -1.637075  -0.23
C13 5.706885 -1.607138 -0.778936  -0.17
C14 -1.338518 2.508840 1.611757  0.63
C15 -0.893881 3.311448 0.446741  0.15
C16 3.395537 -0.425713 0.157039  -0.23
C17 -1.349415 -0.574688 3.093099  0.08
C18 4.185464 -1.170222 1.022658  -0.18
C19 -2.449315 -1.313273 3.493425  -0.23
C20 3.741436 -0.263190 -1.178113  0.04
C21 3.583177 1.740684 -2.803732  -0.09
C22 -3.184061 -3.023078 -1.677485  -0.66
C23 1.690439 2.359767 -1.812208  0.60
C24 0.350931 4.540469 -1.638522  -0.17
C25 -0.207009 -1.250837 2.648073  -0.32
H1 -2.059568 5.097065 0.696153  0.26
H2 -2.526127 -2.655139 0.668672  0.52
H3 0.715427 -0.702205 2.483178  0.22
H4 0.731845 -3.139526 2.275525  0.24
H5 -1.247491 -4.449920 2.980789  0.24
H6 2.514287 0.050720 0.560134  0.15
H7 -0.925961 6.216832 -1.232170  0.26
H8 0.107484 -3.677684 -2.868837  0.54
H9 5.195401 -0.760188 -2.679308  0.22
H10 4.511011 2.011833 -2.309709  0.22
H11 -0.649840 1.200908 4.016115  0.23
H12 -2.812089 2.152036 4.235871  0.23
H13 3.904939 -1.276842 2.064007  0.22
H14 -3.273835 -3.273273 3.777427  0.24
H15 -5.106420 0.225507 -1.425573  0.54
H16 -3.299157 -2.970928 -2.760367  0.26
H17 -3.337965 -0.818386 3.867946  0.23
H18 5.970129 -2.339934 1.224671  0.24
H19 -3.478019 1.178620 2.901479  0.21
H20 6.613890 -2.065643 -1.151676  0.24
H21 0.889483 5.006062 -2.453190  0.26
H22 -4.171944 -2.956929 -1.221953  0.25
H23 -2.223163 0.317357 -3.363414  0.55
H24 3.740607 1.643120 -3.871437  0.22
H25 -2.738739 -3.991011 -1.438739  0.24
H26 2.516358 -0.158129 -2.917419  0.23

Force components x, y, z for each atom (eV/Å):
Sm 1.0 1.8 0.9
P -0.3 0.0 0.3
P -0.4 -0.9 -1.1
O 0.0 0.0 -0.1
O 0.2 0.0 0.0
O 0.0 -0.2 -0.2
O 0.0 -0.1 0.1
O -0.5 -0.3 -0.4
O 0.0 -0.1 0.1
O -0.1 -0.4 -0.2
O 0.1 -0.2 -0.1
O -0.2 0.0 -0.2
N -0.2 -0.2 0.1
N 0.1 -0.2 0.2
N -0.1 -0.4 0.3
C 0.0 0.2 0.1
C 0.0 -0.1 -0.1
C 0.0 0.0 0.0
C 0.0 0.0 0.0
C 0.2 -0.1 -0.2
C -0.1 0.0 -0.1
C 0.1 0.1 -0.1
C 0.0 0.0 0.0
C -0.1 0.0 0.0
C 0.0 0.1 0.1
C 0.0 0.1 -0.2
C 0.1 0.0 -0.1
C 0.0 0.0 0.0
C 0.0 0.2 0.1
C -0.1 -0.1 0.2
C 0.2 -0.2 -0.1
C 0.0 0.1 0.1
C 0.0 0.0 0.0
C -0.1 -0.1 0.0
C 0.0 0.0 0.0
C -0.1 0.1 0.0
C 0.0 0.0 0.0
C 0.1 0.3 0.0
C 0.0 0.2 -0.1
C 0.0 0.0 0.3
H 0.0 0.0 0.0
H 0.1 0.0 0.1
H 0.2 0.2 0.0
H 0.0 0.0 0.0
H 0.0 0.0 0.0
H -0.1 0.3 0.2
H 0.0 0.0 0.0
H 0.0 0.0 0.0
H 0.0 0.0 0.1
H 0.0 0.1 0.1
H 0.1 0.1 0.1
H 0.0 0.0 0.1
H 0.0 0.0 0.0
H 0.0 0.0 0.0
H 0.0 0.0 0.0
H 0.0 0.0 0.0
H 0.0 0.0 0.0
H 0.0 0.0 0.0
H -0.1 0.0 -0.1
H 0.0 0.0 0.0
H 0.0 0.0 0.0
H 0.0 0.0 0.0
H 0.0 0.0 0.0
H 0.0 0.0 -0.1
H 0.0 0.0 0.0
H 0.0 0.0 -0.1

Summary:
**Energy above the lowest of the compared OMol25 structures with the same formula, charge and spin**: 0.0 kcal per mole
**⟨S²⟩**: 8.7576
**Charge**: +2
**E_HOMO (spin up / spin down)**: -14.14 / -14.14 eV
**2S+1**: 6

No. 2
The following is a quantum chemistry calculation of an isolated molecule of C5H5ClN2 at a distorted geometry, from the OMol25 dataset.

Last column: natural (NBO) charge in e.
Positions of all 13 atoms, in Å:
Cl1 3.023910 -0.314609 0.030432  0.03
N1 -3.045250 -1.842037 -0.177137  -0.35
N2 -1.120610 2.307271 -0.067693  -0.78
C1 0.278991 -0.539158 0.236357  -0.20
C2 1.373795 0.042558 -0.324767  -0.24
C3 -1.091529 -0.163116 0.103296  -0.36
C4 -2.089262 -1.104345 -0.076122  0.28
C5 -1.668353 1.075513 0.198368  0.16
H1 -2.823867 1.228902 0.255012  0.22
H2 -1.709774 3.109911 0.150600  0.41
H3 1.178957 0.782469 -1.176915  0.21
H4 -0.100495 2.356588 -0.079705  0.40
H5 0.387890 -1.254878 1.224690  0.23

Force components x, y, z for each atom (eV/Å):
Cl -0.5 0.1 0.0
N 4.8 3.5 0.3
N 0.3 -0.9 0.8
C 3.2 -1.0 3.0
C -2.3 0.4 -0.9
C -1.2 2.2 -0.2
C -6.0 -5.4 0.0
C -1.8 1.7 -1.4
H 2.2 -1.0 0.0
H 0.9 -0.3 0.0
H 0.7 -1.2 1.2
H -0.6 0.5 0.1
H 0.3 1.4 -2.9

Summary:
**Energy above the lowest of the compared OMol25 structures with the same formula, charge and spin**: 40.5 kcal per mole
**Charge**: 0
**SMILES string**: N#CC(/C=C/Cl)=C/N
**E_HOMO**: -8.56 eV

No. 3
The following is a quantum chemistry calculation of a structure of composition C2H9N2P at a distorted geometry, from the OMol25 dataset.

Last column: natural (NBO) charge in e.
Positions of all 14 atoms, in Å:
P1 -0.280910 0.106423 -0.636112  0.95
N1 0.227126 1.507122 -1.351523  -0.77
N2 -0.464251 -1.748112 0.786887  -0.69
C1 -0.092906 2.815318 -0.917706  -0.44
C2 0.718200 -2.405809 1.225063  -0.45
H1 1.364208 -2.604904 0.369812  0.19
H2 -0.966171 -1.351252 1.579182  0.33
H3 -0.916671 2.886736 -0.200520  0.16
H4 -1.668912 0.119783 -0.508465  -0.06
H5 1.293000 -1.871486 1.992740  0.18
H6 0.418544 -3.370527 1.656946  0.20
H7 -0.028271 -0.769563 -1.663140  -0.02
H8 0.787265 3.324213 -0.513253  0.20
H9 -0.390252 3.362056 -1.819912  0.21

Force components x, y, z for each atom (eV/Å):
P 0.3 0.3 -0.1
N 0.0 -2.4 0.9
N -0.5 2.1 -1.4
C -0.3 0.5 0.1
C 0.5 -0.2 0.3
H 0.1 -0.1 0.0
H 0.1 0.0 0.1
H -0.1 0.1 0.1
H -0.4 0.1 0.1
H 0.0 -0.1 -0.1
H 0.2 0.0 0.0
H 0.1 -0.5 -0.2
H -0.1 0.1 0.0
H 0.0 0.1 0.1

Summary:
**Energy above the lowest of the compared OMol25 structures with the same formula, charge and spin**: 77.7 kcal per mole
**Charge**: 0
**E_HOMO (spin up / spin down)**: -8.50 / -8.04 eV

- Number 1 is which compound?
  C25H26N3O9P2Sm

Please write out number 2 again, unchanged.
The following is a quantum chemistry calculation of an isolated molecule of C5H5ClN2 at a distorted geometry, from the OMol25 dataset.

Last column: natural (NBO) charge in e.
Positions of all 13 atoms, in Å:
Cl1 3.023910 -0.314609 0.030432  0.03
N1 -3.045250 -1.842037 -0.177137  -0.35
N2 -1.120610 2.307271 -0.067693  -0.78
C1 0.278991 -0.539158 0.236357  -0.20
C2 1.373795 0.042558 -0.324767  -0.24
C3 -1.091529 -0.163116 0.103296  -0.36
C4 -2.089262 -1.104345 -0.076122  0.28
C5 -1.668353 1.075513 0.198368  0.16
H1 -2.823867 1.228902 0.255012  0.22
H2 -1.709774 3.109911 0.150600  0.41
H3 1.178957 0.782469 -1.176915  0.21
H4 -0.100495 2.356588 -0.079705  0.40
H5 0.387890 -1.254878 1.224690  0.23

Force components x, y, z for each atom (eV/Å):
Cl -0.5 0.1 0.0
N 4.8 3.5 0.3
N 0.3 -0.9 0.8
C 3.2 -1.0 3.0
C -2.3 0.4 -0.9
C -1.2 2.2 -0.2
C -6.0 -5.4 0.0
C -1.8 1.7 -1.4
H 2.2 -1.0 0.0
H 0.9 -0.3 0.0
H 0.7 -1.2 1.2
H -0.6 0.5 0.1
H 0.3 1.4 -2.9

Summary:
**Energy above the lowest of the compared OMol25 structures with the same formula, charge and spin**: 40.5 kcal per mole
**Charge**: 0
**SMILES string**: N#CC(/C=C/Cl)=C/N
**E_HOMO**: -8.56 eV

Please write out number 2 again, unchanged.
The following is a quantum chemistry calculation of an isolated molecule of C5H5ClN2 at a distorted geometry, from the OMol25 dataset.

Last column: natural (NBO) charge in e.
Positions of all 13 atoms, in Å:
Cl1 3.023910 -0.314609 0.030432  0.03
N1 -3.045250 -1.842037 -0.177137  -0.35
N2 -1.120610 2.307271 -0.067693  -0.78
C1 0.278991 -0.539158 0.236357  -0.20
C2 1.373795 0.042558 -0.324767  -0.24
C3 -1.091529 -0.163116 0.103296  -0.36
C4 -2.089262 -1.104345 -0.076122  0.28
C5 -1.668353 1.075513 0.198368  0.16
H1 -2.823867 1.228902 0.255012  0.22
H2 -1.709774 3.109911 0.150600  0.41
H3 1.178957 0.782469 -1.176915  0.21
H4 -0.100495 2.356588 -0.079705  0.40
H5 0.387890 -1.254878 1.224690  0.23

Force components x, y, z for each atom (eV/Å):
Cl -0.5 0.1 0.0
N 4.8 3.5 0.3
N 0.3 -0.9 0.8
C 3.2 -1.0 3.0
C -2.3 0.4 -0.9
C -1.2 2.2 -0.2
C -6.0 -5.4 0.0
C -1.8 1.7 -1.4
H 2.2 -1.0 0.0
H 0.9 -0.3 0.0
H 0.7 -1.2 1.2
H -0.6 0.5 0.1
H 0.3 1.4 -2.9

Summary:
**Energy above the lowest of the compared OMol25 structures with the same formula, charge and spin**: 40.5 kcal per mole
**Charge**: 0
**SMILES string**: N#CC(/C=C/Cl)=C/N
**E_HOMO**: -8.56 eV